No. 1
{
  "formula": "C3H14NO2S",
  "method": "the ωB97M-V functional and the def2-TZVPD basis",
  "orbital_gap_ha": 0.3305,
  "homo_energy_ev": -12.14,
  "charge": 1,
  "de_lowest_kcal_mol": 10.20,
  "total_energy_ha": -725.8858,
  "symbols": ["C", "C", "C", "S", "N", "H", "H", "H", "H", "H", "H", "H", "H", "H", "H", "H", "H", "O", "H", "H", "O"],
  "positions_angstrom": [[1.182913, 0.822848, -0.123038], [0.693223, 0.082415, -1.323541], [-0.792517, 0.262801, -1.576884], [-1.201250, 1.830509, -2.395368], [0.890100, 0.044132, 1.172312], [2.258446, 0.985744, -0.187936], [0.684657, 1.786440, -0.008594], [1.011111, -0.957517, -1.258588], [1.298740, 0.441211, -2.151224], [-1.361459, 0.158423, -0.655166], [-1.155745, -0.523085, -2.218188], [-0.444618, 1.581113, -3.470265], [0.865721, -0.968486, 1.032752], [1.690243, 0.250774, 1.774953], [-0.046039, 0.405362, 1.433941], [0.601787, -3.326408, 0.915429], [-0.788133, -3.540277, 1.054622], [-0.210700, -2.795805, 0.816420], [-2.240556, 0.561712, 2.428835], [-1.380931, 1.782713, 2.710080], [-1.554986, 1.115386, 2.029458]],
  "forces_ev_per_a": [[0.4, -0.1, 0.3], [0.4, 0.0, -0.3], [0.1, -0.4, -0.4], [0.0, 0.1, 0.4], [0.9, 0.7, -1.3], [-0.1, 0.0, 0.2], [0.1, 0.0, 0.0], [-0.3, -0.3, 0.2], [-0.2, 0.2, -0.3], [-0.1, 0.3, 0.1], [-0.1, -0.4, -0.2], [0.0, 0.0, -0.1], [-0.4, 0.0, -0.1], [-0.8, 0.1, 0.6], [0.1, -0.3, 1.1], [0.2, 0.6, -0.3], [-0.8, 0.7, -0.1], [0.7, -1.3, 0.4], [0.0, 0.0, -0.2], [-0.1, 0.0, -0.2], [0.1, 0.0, 0.4]],
  "lowdin_charge": [-0.15, -0.28, -0.56, 0.74, 0.19, 0.13, 0.12, 0.12, 0.11, 0.06, 0.07, -0.13, 0.11, 0.17, 0.09, 0.06, 0.07, -0.06, 0.08, 0.08, -0.03]
}

=====

No. 2
{
  "formula": "C4H12O2",
  "method": "the ωB97M-V functional and the def2-TZVPD basis",
  "orbital_gap_ha": 0.4138,
  "smiles": "CCO.CCO",
  "homo_energy_ev": -10.32,
  "de_lowest_kcal_mol": 17.21,
  "total_energy_ha": -310.0455,
  "symbols": ["C", "O", "C", "H", "H", "H", "H", "H", "H", "C", "O", "C", "H", "H", "H", "H", "H", "H"],
  "positions_angstrom": [[2.114715, 4.558496, 0.864193], [1.850527, 4.334100, 2.260671], [2.604806, 3.325928, 0.127193], [2.831797, 5.368150, 0.830871], [1.183776, 4.901329, 0.381988], [1.185672, 3.632212, 2.281191], [3.374234, 2.794895, 0.697686], [3.078886, 3.708763, -0.785686], [1.875185, 2.586582, -0.201681], [-2.527848, -4.580321, -1.081534], [-2.150515, -3.945485, -2.295930], [-2.054382, -3.772114, 0.117733], [-2.110369, -5.576338, -1.047067], [-3.615919, -4.655437, -1.094950], [-1.285920, -3.549957, -2.139417], [-0.956056, -3.769499, 0.080381], [-2.314496, -4.113339, 1.106180], [-2.403321, -2.750710, 0.016406]],
  "forces_ev_per_a": [[-1.1, -0.4, 0.4], [-0.1, -0.3, -0.5], [1.0, 0.2, -0.4], [0.2, 0.0, 0.0], [0.3, 0.2, 0.1], [0.1, 0.2, 0.2], [-0.1, 0.2, 0.0], [0.0, -0.3, 0.0], [-0.4, 0.2, 0.3], [-0.4, 0.3, 0.4], [0.1, 0.1, 0.1], [0.7, 0.2, -0.6], [0.1, -0.5, 0.0], [0.0, -0.1, -0.1], [0.0, 0.0, -0.2], [-0.1, 0.2, 0.1], [-0.4, -0.5, 0.2], [0.0, 0.2, 0.0]],
  "lowdin_charge": [-0.32, -0.09, -0.10, 0.11, 0.11, 0.08, 0.08, 0.07, 0.07, -0.32, -0.08, -0.09, 0.10, 0.11, 0.07, 0.08, 0.07, 0.07]
}

=====

No. 3
{
  "formula": "C10H32O11",
  "method": "the ωB97M-V functional and the def2-TZVPD basis",
  "orbital_gap_ha": 0.3622,
  "smiles": "OCCO.OCCO.OCCO.OCCO.OCCO.O",
  "homo_energy_ev": -9.43,
  "de_lowest_kcal_mol": 70.27,
  "total_energy_ha": -1227.6519,
  "symbols": ["O", "H", "H", "C", "C", "O", "O", "H", "H", "H", "H", "H", "H", "C", "C", "O", "O", "H", "H", "H", "H", "H", "H", "C", "C", "O", "O", "H", "H", "H", "H", "H", "H", "C", "C", "O", "O", "H", "H", "H", "H", "H", "H", "C", "C", "O", "O", "H", "H", "H", "H", "H", "H"],
  "positions_angstrom": [[-26.982000, -7.520000, 14.603000], [-26.408000, -7.221000, 13.849000], [-27.746000, -7.928000, 14.195000], [-27.752000, -11.136000, 17.174000], [-26.875000, -11.777000, 16.022000], [-26.879000, -13.165000, 15.730000], [-27.994000, -9.837000, 16.745000], [-27.542000, -11.257000, 18.322000], [-28.716000, -11.644000, 17.047000], [-25.782000, -11.597000, 16.147000], [-27.015000, -11.233000, 15.116000], [-26.207000, -13.519000, 16.315000], [-27.089000, -9.543000, 16.742000], [-30.605000, -5.380000, 12.872000], [-31.917000, -6.137000, 12.809000], [-31.619000, -7.356000, 12.224000], [-30.550000, -4.125000, 13.472000], [-30.153000, -5.349000, 11.846000], [-29.975000, -6.018000, 13.451000], [-32.699000, -5.531000, 12.359000], [-32.256000, -6.038000, 13.845000], [-31.213000, -7.114000, 11.396000], [-29.680000, -4.036000, 13.890000], [-30.297000, -10.527000, 12.725000], [-29.600000, -9.675000, 13.787000], [-29.342000, -8.433000, 13.308000], [-30.376000, -11.856000, 13.190000], [-29.811000, -10.449000, 11.752000], [-31.305000, -10.152000, 12.765000], [-28.724000, -10.125000, 14.280000], [-30.259000, -9.744000, 14.663000], [-30.153000, -7.994000, 13.025000], [-29.495000, -12.199000, 13.303000], [-30.949000, -10.020000, 8.928000], [-30.955000, -9.282000, 7.560000], [-32.110000, -8.562000, 7.283000], [-29.739000, -10.671000, 9.093000], [-31.878000, -10.701000, 8.804000], [-31.112000, -9.397000, 9.798000], [-30.869000, -9.976000, 6.729000], [-30.198000, -8.548000, 7.487000], [-32.124000, -8.251000, 6.437000], [-29.509000, -11.185000, 8.340000], [-27.540000, -13.018000, 12.321000], [-28.203000, -13.229000, 10.955000], [-27.588000, -12.174000, 10.208000], [-28.087000, -13.768000, 13.369000], [-27.602000, -11.977000, 12.646000], [-26.412000, -13.133000, 12.210000], [-29.293000, -12.884000, 11.005000], [-27.958000, -14.206000, 10.508000], [-28.292000, -11.659000, 9.646000], [-27.611000, -13.636000, 14.241000]],
  "forces_ev_per_a": [[1.6, 0.7, -0.7], [-1.0, -0.5, 1.1], [-0.6, -0.1, -0.4], [-1.6, -2.7, -0.2], [2.6, 0.4, 1.3], [-0.7, -0.1, 0.8], [0.5, 0.5, 0.8], [0.5, 0.2, -2.2], [0.0, -0.2, 0.3], [-0.5, 0.6, 0.6], [-1.1, 0.3, -0.6], [-0.1, -0.6, -0.1], [0.4, 1.7, -0.4], [1.4, -0.3, -1.2], [-0.1, 3.5, 1.4], [-0.8, -0.8, 0.5], [-0.5, 0.8, 0.3], [-0.3, 0.1, 0.4], [0.7, -0.8, 0.3], [-0.1, -0.3, -1.1], [0.0, -1.7, 0.2], [0.2, -0.2, -0.7], [-0.5, 0.0, -0.2], [0.8, -0.4, 1.4], [-0.7, -2.4, 1.0], [1.2, 1.9, -0.1], [-0.9, 0.0, -0.3], [-0.1, 0.1, -0.2], [-0.6, 0.1, -0.8], [0.4, 0.1, -1.0], [-0.4, 0.7, 0.0], [-0.3, -0.1, 0.0], [0.5, -0.6, 0.1], [-2.8, -0.3, -2.1], [0.1, 0.1, -0.1], [-2.0, -0.8, 4.3], [0.5, 0.1, 1.2], [1.5, 0.5, 0.7], [0.0, 0.3, 0.0], [0.7, -0.8, 0.2], [1.7, 0.3, 0.2], [0.1, 1.1, -3.5], [-0.1, -0.6, -1.3], [1.7, 0.3, 0.6], [-0.8, 2.2, 0.6], [-1.2, 1.3, -2.4], [-0.1, -0.9, 0.9], [-0.3, 0.5, -0.7], [-1.1, -0.4, 0.0], [1.1, -1.6, 0.1], [-0.6, 0.2, 0.3], [2.0, -1.6, 2.2], [-0.4, -0.1, -1.4]],
  "lowdin_charge": [-0.08, 0.06, -0.03, -0.24, -0.21, -0.07, -0.06, 0.15, 0.11, 0.13, 0.09, 0.10, 0.08, -0.28, -0.25, -0.04, -0.04, 0.14, 0.10, 0.12, 0.14, 0.10, 0.10, -0.23, -0.28, -0.07, -0.05, 0.11, 0.12, 0.10, 0.13, 0.04, 0.02, -0.21, -0.25, -0.03, -0.07, 0.15, 0.11, 0.12, 0.11, 0.04, 0.08, -0.29, -0.21, -0.14, -0.09, 0.10, 0.14, 0.13, 0.12, 0.09, 0.07]
}

=====

No. 4
{
  "formula": "C13H22N3O2SSiTi",
  "method": "the ωB97M-V functional and the def2-TZVPD basis",
  "orbital_gap_ha": 0.2631,
  "homo_energy_ev": -18.66,
  "charge": 3,
  "de_lowest_kcal_mol": 0.00,
  "total_energy_ha": -2359.5780,
  "symbols": ["Ti", "O", "C", "C", "C", "C", "C", "C", "N", "H", "H", "H", "H", "H", "H", "H", "C", "Si", "C", "C", "O", "H", "H", "H", "H", "H", "H", "H", "H", "H", "C", "N", "C", "C", "N", "C", "S", "H", "H", "H", "H", "H", "H"],
  "positions_angstrom": [[-0.646419, 1.187466, 0.178506], [-1.865645, 2.434433, 1.180722], [-2.438403, 1.733540, 2.389933], [-1.252412, 0.920249, 2.907691], [-1.225696, 0.455261, 4.192371], [-0.107448, -0.339755, 4.615144], [0.806353, -0.710651, 3.645409], [0.745966, -0.172933, 2.405823], [-0.295524, 0.607807, 2.034713], [-2.537516, 3.031912, 0.899413], [-3.305122, 1.111608, 2.133824], [-2.702154, 2.585473, 3.037592], [-1.965781, 0.793655, 4.869564], [-0.021342, -0.614941, 5.655895], [1.611159, -1.403730, 3.851731], [1.568045, -0.411816, 1.735535], [-3.450550, -1.922453, -0.158127], [-2.016476, -1.548324, -1.279715], [-2.305596, -1.191363, -3.009998], [-0.499232, -2.667476, -0.894479], [-1.558316, 0.150516, -0.715269], [-3.651151, -3.036413, 0.020262], [-4.406482, -1.598413, -0.549998], [-3.212439, -1.485829, 0.783318], [-2.849600, -1.966204, -3.560243], [-1.308282, -1.099564, -3.501573], [-2.843978, -0.241144, -3.174927], [-0.413061, -3.369837, -1.723651], [-0.799192, -3.288059, -0.068123], [0.459745, -2.148309, -0.712389], [3.898574, 0.285757, -0.498394], [3.485558, 1.002457, -1.727225], [4.209072, 1.060395, -2.885642], [3.373141, 1.551838, -3.877878], [2.135374, 1.783964, -3.284801], [2.212989, 1.415017, -1.981018], [1.248406, 1.981187, -0.631717], [3.103922, -0.408788, -0.254300], [3.980512, 1.062339, 0.329232], [4.757570, -0.296230, -0.777968], [5.247147, 0.909313, -2.959429], [3.519559, 1.612426, -4.963214], [1.314724, 2.245617, -3.676601]],
  "forces_ev_per_a": [[-0.5, 0.9, -0.5], [0.0, -1.4, 0.7], [1.3, 0.7, 0.1], [-1.5, -0.1, 0.6], [2.1, -0.6, 0.5], [-1.9, 1.0, -0.6], [0.6, -0.6, 1.1], [-0.2, -0.2, -0.4], [1.0, -0.5, -0.3], [-0.9, 1.2, -0.9], [0.2, 0.2, -0.2], [0.0, -0.7, 0.1], [-0.6, 0.1, 0.7], [0.0, -0.2, 0.0], [0.1, 0.2, 0.2], [-0.5, 0.3, -0.4], [-0.2, -2.0, -0.8], [0.3, -1.1, 0.9], [0.4, 0.6, -1.6], [-0.9, 1.1, -0.4], [0.1, -1.0, -0.2], [0.7, 1.4, -0.3], [-0.1, 0.6, 0.0], [-0.2, 0.4, 1.0], [0.1, 0.0, 0.2], [-0.6, 0.0, 0.2], [0.1, -0.4, 0.1], [0.3, 0.2, -0.2], [0.2, -0.1, 0.7], [-0.4, -0.4, -0.1], [-0.7, 1.6, 0.5], [-1.1, -0.4, -0.6], [-1.9, 1.2, -1.1], [-0.2, -0.5, 0.3], [0.7, -0.5, 1.0], [1.0, 0.6, -0.2], [0.7, 0.3, -0.5], [-0.1, -0.1, 0.1], [0.5, -1.3, -1.0], [0.7, 0.1, 0.5], [1.0, -0.6, 0.1], [0.0, 0.3, 0.7], [0.4, -0.2, -0.2]],
  "lowdin_charge": [0.89, -0.12, 0.01, -0.23, 0.08, 0.09, 0.00, -0.06, -0.05, 0.14, 0.16, 0.17, 0.14, 0.15, 0.14, 0.12, -0.14, 0.54, -0.16, -0.13, -0.35, 0.10, 0.05, 0.00, 0.07, 0.06, 0.06, 0.05, 0.03, 0.03, 0.03, -0.11, 0.03, 0.04, 0.12, -0.59, 0.81, 0.07, 0.13, 0.11, 0.14, 0.16, 0.19]
}

=====

No. 5
{
  "formula": "C4H8N3S",
  "method": "the ωB97M-V functional and the def2-TZVPD basis",
  "orbital_gap_ha": 0.2706,
  "homo_energy_ev": -12.74,
  "charge": 1,
  "de_lowest_kcal_mol": 75.28,
  "total_energy_ha": -719.3309,
  "symbols": ["C", "C", "C", "C", "N", "N", "N", "S", "H", "H", "H", "H", "H", "H", "H", "H"],
  "positions_angstrom": [[-0.076014, 2.513852, -0.389796], [0.260381, 0.075638, -0.620962], [1.535977, 1.649056, 0.971681], [-1.223871, -3.008515, 0.268372], [0.855829, 2.702238, 0.573475], [-0.367520, 1.323604, -0.944142], [1.121380, 0.393164, 0.579348], [-1.502180, -1.460370, -0.740381], [-0.730150, 3.363814, -0.639969], [0.668612, -0.444039, -1.451022], [2.453447, 1.831834, 1.646588], [-1.488032, -3.843776, -0.341163], [-1.915397, -2.901283, 1.108335], [-0.188068, -3.173729, 0.715817], [-1.139304, 1.366869, -1.587712], [1.734907, -0.388355, 0.851531]],
  "forces_ev_per_a": [[0.0, -1.3, 1.4], [-1.6, 0.3, 2.0], [-0.9, -0.9, -0.7], [0.9, 1.3, 1.3], [-0.1, 0.3, -1.1], [0.3, 1.7, 0.5], [1.3, -0.8, -0.7], [2.0, 1.0, 0.8], [0.5, -0.5, -0.1], [1.1, -0.1, -0.3], [-1.7, -0.8, -1.0], [-0.1, -0.4, -0.5], [0.2, -0.3, -0.2], [-1.2, 0.5, -0.9], [-0.1, -0.5, -0.4], [-0.6, 0.6, -0.1]],
  "lowdin_charge": [-0.04, -0.25, -0.07, -0.43, 0.09, 0.07, 0.10, 0.70, 0.16, 0.08, 0.18, 0.01, 0.02, 0.06, 0.15, 0.16]
}

=====

No. 6
{
  "formula": "C6H18NO",
  "method": "the ωB97M-V functional and the def2-TZVPD basis",
  "orbital_gap_ha": 0.2028,
  "homo_energy_ev": -14.01,
  "charge": 1,
  "de_lowest_kcal_mol": 141.97,
  "total_energy_ha": -368.9512,
  "symbols": ["C", "C", "C", "C", "C", "C", "N", "H", "H", "H", "H", "H", "H", "H", "H", "H", "H", "H", "H", "H", "H", "H", "H", "H", "H", "O"],
  "positions_angstrom": [[0.883812, -2.369722, 2.278176], [0.369372, -1.270667, 1.220392], [1.431383, -0.537394, 0.412003], [0.866342, 0.419712, -0.659463], [-0.464948, -0.061418, -1.275255], [0.647853, 1.841183, -0.131897], [-0.377340, -0.429848, 1.935834], [1.419522, -1.910262, 3.103431], [1.531600, -2.963184, 1.653805], [0.029626, -2.949915, 2.609317], [-0.287825, -1.849243, 0.529567], [1.943141, 0.117084, 1.133518], [2.238176, -1.168675, 0.041076], [1.535103, 0.473889, -1.499363], [-1.254672, -0.055254, -0.517093], [-0.745206, 0.617828, -2.076259], [-0.408579, -1.089740, -1.626202], [-0.149893, 1.812729, 0.607599], [0.397764, 2.549585, -0.912037], [1.541947, 2.184641, 0.402718], [-2.926308, 1.159317, 3.316690], [-1.173881, -0.882214, 2.414432], [-3.067159, 0.432276, 3.348330], [-1.581847, 2.658003, -3.489779], [-2.884583, 2.148618, -4.144040], [-2.019781, 1.873662, -3.826357]],
  "forces_ev_per_a": [[-0.5, -0.3, 0.7], [0.3, 1.6, -2.3], [0.8, 0.8, 0.8], [-1.4, 0.1, -0.5], [0.4, 0.0, 0.6], [0.7, -0.6, 0.7], [0.1, -0.2, 1.1], [0.0, 0.1, -0.1], [0.3, -0.1, -0.2], [0.1, -0.1, 0.2], [-0.1, -0.7, 0.5], [0.0, -0.2, 0.0], [-0.4, -0.4, -0.2], [0.8, -0.1, -0.1], [-0.2, 0.3, -0.1], [-0.2, -0.2, -0.1], [0.0, -0.1, -0.4], [-0.3, 0.2, 0.1], [-0.1, 0.0, -0.1], [-0.1, 0.1, -0.2], [0.1, 0.0, 0.0], [-0.2, -0.1, -0.4], [-0.1, 0.0, 0.0], [-0.1, 0.2, -0.1], [0.0, 0.1, 0.0], [0.1, -0.3, 0.1]],
  "lowdin_charge": [0.10, -0.42, -0.12, -0.40, -0.06, -0.06, 0.41, 0.11, 0.11, 0.10, 0.20, 0.13, 0.13, 0.13, 0.07, 0.07, 0.09, 0.07, 0.08, 0.09, 0.03, 0.11, 0.01, 0.03, 0.04, -0.06]
}